No. 1
ORCA calculation (wB97M-V/def2-TZVPD) on a molecular structure, C4H2BeO at a distorted geometry.

Positions of all 8 atoms, in Å:
1 Be 1.948 0.047 -0.234
2 C -1.238 0.451 0.755
3 H 0.967 0.729 0.990
4 H -1.504 1.200 -1.422
5 C -1.235 0.889 -0.422
6 O 0.165 -2.221 -0.258
7 C 0.265 0.132 0.379
8 C 0.632 -1.227 0.210

Calculated values
Strongest force on any atom (eV/A): 3.12
2S+1: 2
Charge: +1
HOMO-LUMO gap (spin up / spin down) (Ha): 0.24797 / 0.23144
<S²>: 0.76


No. 2
ORCA calculation (wB97M-V/def2-TZVPD) on C4H2Br2O in the gas phase at a distorted geometry.

Positions of all 9 atoms, in Å:
1 C 0.203 -0.443 -1.200
2 Br -2.872 -0.197 1.335
3 H -0.048 -0.499 -2.174
4 O -1.179 1.971 1.024
5 H 1.564 -1.552 0.355
6 Br 2.696 0.580 -0.103
7 C 1.165 -0.640 -0.048
8 C -1.322 0.822 0.775
9 C -0.208 -0.041 0.036

Calculated values
Strongest force on any atom (eV/A): 7.42
Energy relative to the best compared isomer or geometry (same formula, charge and spin) (kcal/mol): 4.7
HOMO-LUMO gap (Ha): 0.37116


No. 3
ORCA calculation (wB97M-V/def2-TZVPD) on C4H2Br3N3O2 in the gas phase at a distorted geometry.

Positions of all 14 atoms, in Å:
1 O -1.793 2.244 -0.118
2 Br 0.933 2.895 -0.139
3 H 2.953 0.927 0.074
4 Br 0.994 -2.885 -0.165
5 C 1.043 0.118 0.010
6 O -1.877 -2.276 0.029
7 N 0.139 -1.279 -0.020
8 N 0.199 1.197 -0.019
9 N -1.783 -0.011 0.095
10 H 2.858 -0.909 0.048
11 Br -3.628 0.004 0.154
12 C 2.350 0.037 0.046
13 C -1.179 1.220 -0.028
14 C -1.209 -1.283 0.032

Calculated values
Strongest force on any atom (eV/A): 4.72
Energy relative to the best compared isomer or geometry (same formula, charge and spin) (kcal/mol): 0.0
HOMO-LUMO gap (Ha): 0.31250


No. 4
ORCA calculation (wB97M-V/def2-TZVPD) on 2 unconnected molecules or ions with the total composition C4H2BrO2 at a distorted geometry.

Positions of all 9 atoms, in Å:
1 C -2.426 -1.205 0.557
2 O 2.270 1.500 -0.603
3 C 0.763 -0.057 -0.385
4 O 0.434 2.143 0.544
5 C 1.196 1.381 0.026
6 H 0.556 0.024 -1.431
7 H -3.399 -1.617 0.797
8 C -1.329 -0.755 0.246
9 Br 1.936 -1.414 0.250

Calculated values
Strongest force on any atom (eV/A): 1.45
2S+1: 3
Energy relative to the best compared isomer or geometry (same formula, charge and spin) (kcal/mol): 3.2
Charge: -1
HOMO-LUMO gap (spin up / spin down) (Ha): 0.21329 / 0.20714
<S²>: 2.02


No. 5
ORCA calculation (wB97M-V/def2-TZVPD) on C4H2BrO4P in the gas phase.

Positions of all 12 atoms, in Å:
1 C -0.194 1.970 0.875
2 H 0.258 1.682 -1.316
3 O -0.474 1.048 1.881
4 H 0.961 -3.170 -0.383
5 P -0.261 -1.575 -1.205
6 O -0.110 3.133 1.092
7 C -0.613 -0.190 1.301
8 O 1.099 -2.234 -0.577
9 O -0.944 -1.149 1.915
10 C -0.266 -0.080 -0.149
11 Br 0.570 -0.640 -3.041
12 C -0.026 1.204 -0.392

Calculated values
Strongest force on any atom (eV/A): 0.35
HOMO-LUMO gap (Ha): 0.32377


No. 6
ORCA calculation (wB97M-V/def2-TZVPD) on a molecular structure, C4H2CdFLiO4 at a distorted geometry.

Positions of all 13 atoms, in Å:
1 F -0.967 0.173 -1.568
2 H -0.705 -1.843 -0.119
3 O 5.341 -0.126 -0.058
4 Cd 1.170 1.415 -0.013
5 C 4.208 0.103 -0.141
6 C -2.789 0.270 0.694
7 H -0.314 -1.043 1.458
8 C -0.656 0.343 -0.186
9 O 3.085 0.371 -0.245
10 O -2.298 -0.912 0.863
11 C -0.876 -0.972 0.521
12 Li -3.402 1.133 -1.533
13 O -1.799 1.088 0.328

Calculated values
Strongest force on any atom (eV/A): 5.13
Energy relative to the best compared isomer or geometry (same formula, charge and spin) (kcal/mol): 0.0
Charge: +2
HOMO-LUMO gap (Ha): 0.28294


No. 7
ORCA calculation (wB97M-V/def2-TZVPD) on C4H2Cl2O2 in the gas phase at a distorted geometry.

Positions of all 10 atoms, in Å:
1 C 0.321 0.018 -0.563
2 O -2.750 -0.990 -1.460
3 Cl 2.317 -0.435 0.886
4 H -0.758 -0.845 1.322
5 Cl 1.790 2.218 -0.229
6 O 0.522 -0.232 -1.687
7 C -1.973 -0.959 -0.557
8 H 0.527 1.074 1.465
9 C -1.125 -0.644 0.312
10 C 1.129 0.794 0.512

Calculated values
Strongest force on any atom (eV/A): 6.16
Energy relative to the best compared isomer or geometry (same formula, charge and spin) (kcal/mol): 47.8
HOMO-LUMO gap (Ha): 0.36547


No. 8
ORCA calculation (wB97M-V/def2-TZVPD) on 2 unconnected molecules or ions with the total composition C4H2Cl3NOS at a distorted geometry.

Positions of all 12 atoms, in Å:
1 C 4.615 0.314 0.161
2 C 0.672 -0.289 1.418
3 Cl 4.733 0.956 1.687
4 N 1.891 0.427 1.075
5 S 1.623 -1.553 -0.677
6 O 1.157 -1.380 -2.008
7 Cl 5.009 -1.410 -0.135
8 C 0.367 -1.230 0.518
9 C 2.464 0.020 0.031
10 Cl 5.188 1.261 -1.183
11 H 0.055 -0.155 2.290
12 H -0.371 -1.995 0.535

Calculated values
Strongest force on any atom (eV/A): 4.62
Energy relative to the best compared isomer or geometry (same formula, charge and spin) (kcal/mol): 80.6
HOMO-LUMO gap (Ha): 0.28884


No. 9
ORCA calculation (wB97M-V/def2-TZVPD) on 2 unconnected molecules or ions with the total composition C4H2ClF3 at a distorted geometry.

Positions of all 10 atoms, in Å:
1 C -0.794 0.122 -0.037
2 Cl -4.528 1.384 -0.873
3 C -3.524 1.388 0.403
4 H 0.306 0.240 -0.169
5 C -1.896 -2.197 0.050
6 H -1.367 1.046 0.166
7 F -2.451 -2.976 -0.842
8 C -1.387 -1.029 -0.019
9 F -4.072 2.002 1.454
10 F -2.064 -2.863 1.280

Calculated values
Strongest force on any atom (eV/A): 3.70
Energy relative to the best compared isomer or geometry (same formula, charge and spin) (kcal/mol): 93.9
HOMO-LUMO gap (Ha): 0.32932


No. 10
ORCA calculation (wB97M-V/def2-TZVPD) on 2 unconnected molecules or ions with the total composition C4H2ClN at a distorted geometry.

Positions of all 8 atoms, in Å:
1 N -1.129 1.208 0.529
2 C -0.414 -1.369 -0.102
3 H -0.225 0.916 0.922
4 Cl 2.207 1.073 -0.358
5 C 0.721 -0.950 -0.175
6 C 2.014 -0.566 -0.393
7 C -1.800 1.485 -0.388
8 H -1.375 -1.796 -0.035

Calculated values
Strongest force on any atom (eV/A): 1.35
Energy relative to the best compared isomer or geometry (same formula, charge and spin) (kcal/mol): 99.3
HOMO-LUMO gap (Ha): 0.27074